{
  "formula": "C10H15NO2",
  "method": "wB97M-V/def2-TZVPD",
  "symbols": ["C", "C", "C", "C", "C", "O", "C", "C", "H", "H", "H", "H", "H", "H", "H", "H", "C", "C", "C", "N", "O", "H", "H", "H", "H", "H", "H", "H"],
  "xyz": [[2.072577, 3.554901, -0.845911], [1.881656, 2.062799, -0.693940], [1.601893, 1.514777, 0.551784], [1.460030, 0.139090, 0.781048], [1.578273, -0.672280, -0.326301], [1.221814, -2.009641, -0.216058], [1.937605, -0.177680, -1.581847], [2.070923, 1.180415, -1.754293], [2.596669, 3.772444, -1.771737], [2.618441, 3.915836, 0.023694], [1.105950, 4.063481, -0.853476], [1.422000, 2.182887, 1.388422], [1.255682, -0.268651, 1.758961], [1.440751, -2.440943, -1.047770], [2.170377, -0.889863, -2.363672], [2.441600, 1.550436, -2.705060], [-2.170725, 0.769502, 1.124254], [-2.056323, -0.401587, 0.119546], [-2.731903, -1.597126, 0.722778], [-2.100433, -2.791344, 0.519342], [-3.782912, -1.540439, 1.328822], [-1.911173, 0.370826, 2.105203], [-3.195035, 1.120605, 1.145913], [-1.485189, 1.582650, 0.894988], [-2.559999, -0.103292, -0.804723], [-1.050123, -0.637288, -0.218850], [-2.341409, -3.597031, 1.075576], [-1.133300, -2.818396, 0.228152]],
  "atomic_forces_ev_per_a": [[-0.406, -0.525, 0.233], [0.130, -0.115, 0.129], [-0.364, -0.220, 0.516], [0.124, 0.804, -0.713], [-0.422, -0.902, -0.525], [0.373, 0.244, 0.295], [-0.040, -0.192, 0.694], [0.617, 0.259, -0.175], [0.109, 0.194, 0.038], [0.176, 0.234, -0.172], [0.039, 0.055, -0.103], [0.218, 0.024, 0.015], [-0.155, -0.007, 0.013], [0.000, -0.090, -0.005], [-0.187, 0.104, -0.220], [-0.231, 0.072, -0.017], [0.559, -0.715, -0.212], [-0.215, 0.960, -0.245], [-0.306, -0.738, -0.103], [0.878, -0.526, -0.060], [-0.032, 0.224, 0.063], [-0.066, 0.270, 0.158], [-0.072, 0.089, 0.111], [-0.053, 0.040, -0.151], [-0.279, -0.227, 0.060], [0.205, 0.066, 0.426], [-0.515, 0.232, 0.026], [-0.087, 0.387, -0.075]],
  "homo_ev": -8.76,
  "molar_mass_g_mol": 181.235,
  "largest_force_ev_per_a": 1.126,
  "energy_ev": -16198.9683,
  "smiles": "Cc1ccc(O)cc1.CCC(N)=O",
  "orbital_gap_ev": 9.4,
  "total_charge": 0
}

---

{
  "formula": "C10H15NO3",
  "method": "wB97M-V/def2-TZVPD",
  "symbols": ["C", "C", "C", "C", "C", "C", "C", "C", "C", "C", "N", "O", "O", "O", "H", "H", "H", "H", "H", "H", "H", "H", "H", "H", "H", "H", "H", "H", "H"],
  "xyz": [[-2.593885, 1.797632, -0.726728], [-2.034328, 0.925476, -1.827673], [-2.346092, 1.103544, 0.439703], [-1.493140, -0.143129, -1.215281], [1.557672, -1.021120, 0.678967], [2.262463, -0.015590, -0.123097], [3.778303, 0.080391, -0.168665], [1.392849, 1.247727, -0.351124], [-1.248958, -2.396060, 1.045222], [-1.138954, -0.937241, 1.094874], [-1.691281, -0.116834, 0.187254], [1.726948, -1.181409, -0.685564], [-2.544689, 1.578532, 1.726580], [-0.833440, -1.166221, -1.789463], [-2.969350, 2.873513, -0.694498], [-1.929974, 1.261230, -2.915334], [1.964315, -1.623686, 1.432923], [4.233205, -0.495058, -0.986046], [4.262547, -0.234459, 0.838447], [4.005780, 1.155346, -0.465593], [1.455792, 1.971208, -1.209586], [1.348282, 1.951964, 0.541516], [0.260583, 0.972987, -0.291177], [-0.613076, -2.674147, 1.910277], [-1.085363, -2.858739, 0.102765], [-2.308089, -2.774966, 1.224301], [-0.785578, -0.373292, 1.909197], [-2.638406, 2.520430, 1.741231], [0.005850, -1.428027, -1.423417]],
  "atomic_forces_ev_per_a": [[0.623, -0.651, 0.258], [-0.545, 2.507, -0.180], [-0.001, 1.874, -0.570], [0.286, -0.663, -0.098], [-0.913, 1.716, -0.851], [-0.640, 2.117, 0.634], [0.716, 1.209, 0.630], [-2.624, 1.206, 1.110], [-1.308, -0.282, 2.014], [1.337, -0.289, -0.279], [-1.580, 2.180, -1.981], [-0.345, -1.984, -0.649], [0.428, -2.259, -0.227], [-1.419, -0.413, -0.921], [0.429, -1.876, -0.511], [-0.199, -0.942, 1.884], [0.581, -1.327, 0.692], [-0.407, -0.242, 0.322], [-0.719, 0.763, -1.777], [0.095, -1.219, 0.899], [0.644, -1.261, 0.337], [0.926, -0.924, -0.663], [2.202, 0.074, -0.555], [-0.301, -0.845, -0.899], [1.044, -0.308, -0.756], [0.849, 0.696, 0.336], [0.062, -0.052, 1.504], [-0.040, 0.717, -0.408], [0.817, 0.476, 0.705]],
  "homo_ev": [-7.57, -7.13],
  "molar_mass_g_mol": 197.234,
  "largest_force_ev_per_a": 3.343,
  "energy_ev": -18239.2940,
  "orbital_gap_ev": [8.0, 7.4],
  "total_charge": 0
}

---

{
  "formula": "C10H15NO6",
  "method": "wB97M-V/def2-TZVPD",
  "symbols": ["C", "C", "C", "C", "C", "C", "C", "C", "O", "O", "O", "C", "O", "O", "N", "O", "C", "H", "H", "H", "H", "H", "H", "H", "H", "H", "H", "H", "H", "H", "H", "H"],
  "xyz": [[-2.965452, -1.697473, -1.931301], [-3.387897, -0.995336, -0.649553], [-2.115369, -0.411903, 0.073911], [-1.112380, -1.501358, 0.340819], [0.189210, -1.428904, 0.646056], [1.200456, -0.433527, 0.074383], [-0.946118, 1.631701, 0.383475], [-1.533177, 0.789234, -0.730842], [-2.682519, 1.490092, -1.196920], [-1.358159, 1.627561, 1.551365], [-2.657789, 0.041632, 1.229578], [0.079842, 2.645501, -0.054520], [1.627495, -0.465639, -1.075750], [6.066643, 0.197042, 1.246045], [5.322875, 0.074190, 0.245659], [5.500148, 0.557434, -0.888857], [0.791704, -2.665217, 1.239535], [-3.851652, -2.083328, -2.460967], [-2.412930, -1.012821, -2.589141], [-2.278402, -2.527049, -1.719339], [-4.059262, -0.144784, -0.808539], [-3.912727, -1.638648, 0.066933], [-1.640105, -2.451382, 0.499156], [1.497581, 0.315098, 0.878790], [-0.776407, 0.538255, -1.466556], [-2.464047, 2.221910, -1.832878], [0.723730, 2.260415, -0.870840], [-0.456192, 3.531239, -0.444310], [0.716371, 2.955756, 0.819399], [1.822203, -2.515469, 1.566678], [0.254404, -2.980658, 2.134609], [0.807291, -3.547515, 0.594261]],
  "atomic_forces_ev_per_a": [[-0.261, -0.163, -0.137], [0.480, 0.357, 0.119], [-0.576, -0.343, -1.535], [-0.026, 0.193, 0.608], [-0.343, -0.905, -2.060], [-0.355, 0.068, 0.103], [0.138, 1.730, 1.891], [-1.488, -0.470, 1.657], [0.699, 1.407, -1.391], [1.532, 0.164, -2.403], [-0.915, -0.572, 0.657], [0.906, 0.394, 0.379], [-0.732, 0.233, 2.272], [-2.921, -0.767, -3.064], [4.021, 2.650, -0.581], [-1.116, -1.883, 3.632], [0.861, -0.615, 0.798], [0.441, 0.082, 0.059], [-0.302, -0.088, 0.053], [-0.272, 0.040, -0.079], [0.229, -0.343, -0.186], [0.323, -0.183, -0.199], [0.372, 0.242, 0.508], [0.425, -0.275, -1.060], [-0.218, -0.103, -0.364], [-0.011, -1.110, 0.949], [-0.342, 0.178, 0.452], [0.222, -0.299, 0.218], [-0.698, -0.188, -0.896], [0.091, 0.074, -0.058], [-0.123, 0.190, -0.003], [-0.041, 0.305, -0.338]],
  "homo_ev": [-9.26, -9.02],
  "molar_mass_g_mol": 245.231,
  "largest_force_ev_per_a": 4.851,
  "energy_ev": -24379.6506,
  "orbital_gap_ev": [8.5, 6.3],
  "total_charge": 0
}

---

Copy entry 1 word for word.
{
  "formula": "C10H15NO2",
  "method": "wB97M-V/def2-TZVPD",
  "symbols": ["C", "C", "C", "C", "C", "O", "C", "C", "H", "H", "H", "H", "H", "H", "H", "H", "C", "C", "C", "N", "O", "H", "H", "H", "H", "H", "H", "H"],
  "xyz": [[2.072577, 3.554901, -0.845911], [1.881656, 2.062799, -0.693940], [1.601893, 1.514777, 0.551784], [1.460030, 0.139090, 0.781048], [1.578273, -0.672280, -0.326301], [1.221814, -2.009641, -0.216058], [1.937605, -0.177680, -1.581847], [2.070923, 1.180415, -1.754293], [2.596669, 3.772444, -1.771737], [2.618441, 3.915836, 0.023694], [1.105950, 4.063481, -0.853476], [1.422000, 2.182887, 1.388422], [1.255682, -0.268651, 1.758961], [1.440751, -2.440943, -1.047770], [2.170377, -0.889863, -2.363672], [2.441600, 1.550436, -2.705060], [-2.170725, 0.769502, 1.124254], [-2.056323, -0.401587, 0.119546], [-2.731903, -1.597126, 0.722778], [-2.100433, -2.791344, 0.519342], [-3.782912, -1.540439, 1.328822], [-1.911173, 0.370826, 2.105203], [-3.195035, 1.120605, 1.145913], [-1.485189, 1.582650, 0.894988], [-2.559999, -0.103292, -0.804723], [-1.050123, -0.637288, -0.218850], [-2.341409, -3.597031, 1.075576], [-1.133300, -2.818396, 0.228152]],
  "atomic_forces_ev_per_a": [[-0.406, -0.525, 0.233], [0.130, -0.115, 0.129], [-0.364, -0.220, 0.516], [0.124, 0.804, -0.713], [-0.422, -0.902, -0.525], [0.373, 0.244, 0.295], [-0.040, -0.192, 0.694], [0.617, 0.259, -0.175], [0.109, 0.194, 0.038], [0.176, 0.234, -0.172], [0.039, 0.055, -0.103], [0.218, 0.024, 0.015], [-0.155, -0.007, 0.013], [0.000, -0.090, -0.005], [-0.187, 0.104, -0.220], [-0.231, 0.072, -0.017], [0.559, -0.715, -0.212], [-0.215, 0.960, -0.245], [-0.306, -0.738, -0.103], [0.878, -0.526, -0.060], [-0.032, 0.224, 0.063], [-0.066, 0.270, 0.158], [-0.072, 0.089, 0.111], [-0.053, 0.040, -0.151], [-0.279, -0.227, 0.060], [0.205, 0.066, 0.426], [-0.515, 0.232, 0.026], [-0.087, 0.387, -0.075]],
  "homo_ev": -8.76,
  "molar_mass_g_mol": 181.235,
  "largest_force_ev_per_a": 1.126,
  "energy_ev": -16198.9683,
  "smiles": "Cc1ccc(O)cc1.CCC(N)=O",
  "orbital_gap_ev": 9.4,
  "total_charge": 0
}